Formula: C30H60O30
Source: the OMol25 dataset
Level of theory: wB97M-V/def2-TZVPD

The SMILES is COC(=O)OC.COC(=O)OC.COC(=O)OC.COC(=O)OC.COC(=O)OC.COC(=O)OC.COC(=O)OC.COC(=O)OC.COC(=O)OC.COC(=O)OC. The charge is 0. The calculation puts the frontier orbital gap at 10.681 eV. As for the HOMO energy: -10.23 eV. For the calculated total energy, the calculation gives -93505.102 eV. Its energy relative to the best compared isomer or geometry (same formula, charge and spin) is 63.4 kcal per mole. The LUMO energy is 0.0167 hartree.

Element x y z (Å)
C  5.405  -0.277  0.137
O  4.528  -1.100  0.939
C  5.006  -2.198  1.617
O  6.147  -2.559  1.669
O  3.955  -2.799  2.124
C  4.175  -3.942  3.025
H  6.244  -0.083  0.805
H  4.811  0.595  -0.137
H  5.676  -0.847  -0.752
H  4.613  -3.532  3.935
H  4.932  -4.630  2.649
H  3.276  -4.500  3.284
C  5.698  -6.705  0.647
O  4.436  -6.090  0.410
C  4.298  -5.138  -0.477
O  5.195  -4.862  -1.315
O  3.129  -4.379  -0.309
C  2.697  -3.400  -1.267
H  5.901  -7.352  -0.205
H  5.484  -7.251  1.566
H  6.463  -5.977  0.919
H  3.060  -2.400  -1.027
H  1.608  -3.376  -1.275
H  3.031  -3.615  -2.282
C  -2.766  5.640  -0.775
O  -3.543  6.710  -1.223
C  -4.210  7.465  -0.400
O  -4.301  7.414  0.835
O  -4.727  8.449  -1.143
C  -5.463  9.506  -0.496
H  -2.263  5.168  -1.619
H  -3.335  4.940  -0.163
H  -1.934  5.946  -0.140
H  -5.653  10.355  -1.153
H  -5.040  9.885  0.434
H  -6.444  9.050  -0.362
C  0.463  -1.845  -4.477
O  -0.688  -2.617  -4.276
C  -0.779  -3.853  -4.884
O  0.124  -4.412  -5.466
O  -2.072  -4.309  -4.685
C  -2.442  -5.568  -5.193
H  1.276  -2.310  -3.919
H  0.346  -0.850  -4.049
H  0.761  -1.713  -5.517
H  -2.081  -6.372  -4.552
H  -2.237  -5.647  -6.261
H  -3.526  -5.588  -5.083
C  1.111  -0.796  1.677
O  0.123  -0.184  0.902
C  0.352  0.293  -0.445
O  1.346  0.088  -1.173
O  -0.798  0.937  -0.768
C  -0.907  1.507  -2.108
H  1.835  -0.092  2.088
H  1.605  -1.526  1.036
H  0.617  -1.257  2.532
H  -1.518  0.876  -2.754
H  0.099  1.652  -2.500
H  -1.375  2.488  -2.031
C  8.196  -1.116  3.906
O  7.404  -0.015  3.486
C  6.233  0.150  4.007
O  5.720  -0.523  4.893
O  5.654  1.152  3.277
C  4.337  1.484  3.511
H  7.580  -2.014  3.865
H  8.427  -0.929  4.955
H  9.087  -1.051  3.281
H  4.155  2.461  3.065
H  3.984  1.506  4.542
H  3.836  0.729  2.906
C  -1.495  -2.142  5.005
O  -0.510  -1.240  5.501
C  0.712  -1.635  5.363
O  1.107  -2.596  4.683
O  1.504  -0.813  5.992
C  2.897  -1.006  5.918
H  -1.264  -2.486  3.996
H  -2.445  -1.615  5.090
H  -1.602  -3.110  5.494
H  3.319  -1.347  6.864
H  3.336  -0.012  5.831
H  3.281  -1.559  5.061
C  -5.792  5.171  -3.802
O  -4.686  5.328  -4.666
C  -3.534  4.598  -4.391
O  -3.337  3.819  -3.430
O  -2.697  4.854  -5.386
C  -1.327  4.468  -5.204
H  -5.509  5.319  -2.760
H  -6.282  4.198  -3.825
H  -6.489  5.966  -4.069
H  -1.176  3.394  -5.316
H  -0.920  4.819  -4.256
H  -0.796  4.978  -6.008
C  -0.555  -4.775  2.123
O  -1.640  -4.007  1.728
C  -1.672  -3.355  0.554
O  -0.702  -3.275  -0.220
O  -2.864  -2.711  0.411
C  -3.152  -2.064  -0.808
H  -0.995  -5.692  2.515
H  -0.071  -4.225  2.930
H  0.198  -5.042  1.382
H  -3.354  -2.784  -1.601
H  -2.338  -1.415  -1.132
H  -4.038  -1.431  -0.750
C  -7.581  4.970  -0.628
O  -6.432  4.131  -0.183
C  -6.071  3.097  -0.884
O  -6.643  2.674  -1.906
O  -4.844  2.668  -0.474
C  -4.196  1.561  -1.102
H  -7.445  5.496  -1.574
H  -7.732  5.762  0.105
H  -8.463  4.330  -0.620
H  -3.189  1.446  -0.699
H  -4.112  1.811  -2.159
H  -4.740  0.628  -0.956

Formula: C11H19ClO4
Source: the OMol25 dataset
Level of theory: wB97M-V/def2-TZVPD

The SMILES is CCOCCCCC[C@@H](CC(=O)Cl)OC=O. The charge is 0. The calculation puts the frontier orbital gap at 10.216 eV. As for the HOMO energy: -9.85 eV. For the calculated total energy, the calculation gives -32424.397 eV. The LUMO energy is 0.0136 hartree.

Element x y z (Å)
C  2.805  1.119  0.936
C  2.775  1.572  -0.622
O  1.797  0.781  -1.352
C  2.333  -0.518  -1.704
C  1.302  -1.739  -1.401
C  1.131  -2.078  0.151
C  0.025  -1.246  0.948
C  -1.052  -0.473  0.060
C  -2.234  0.208  0.954
C  -2.870  1.401  0.047
C  -2.232  2.795  0.525
O  -2.955  3.792  0.705
Cl  -0.418  2.951  0.851
O  -3.217  -0.749  1.429
C  -3.970  -1.324  0.378
O  -5.013  -1.953  0.700
H  1.764  1.206  1.400
H  3.140  0.034  1.051
H  3.563  1.774  1.493
H  3.822  1.443  -1.092
H  2.555  2.701  -0.671
H  2.483  -0.509  -2.853
H  3.364  -0.693  -1.221
H  0.323  -1.615  -1.984
H  1.817  -2.662  -1.877
H  2.151  -1.893  0.665
H  0.932  -3.202  0.266
H  0.445  -0.494  1.715
H  -0.569  -2.008  1.587
H  -1.503  -1.122  -0.785
H  -0.558  0.415  -0.486
H  -1.733  0.645  1.898
H  -4.011  1.417  0.053
H  -2.497  1.244  -1.037
H  -3.695  -1.218  -0.727

Formula: C20H37N6O6P2SZr
Source: the OMol25 dataset
Level of theory: wB97M-V/def2-TZVPD

The charge is +3. The calculation puts the frontier orbital gap at 8.606 eV. As for the HOMO energy: -16.96 eV. For the calculated total energy, the calculation gives -73245.843 eV. Its energy relative to the best compared isomer or geometry (same formula, charge and spin) is 22.9 kcal per mole. The LUMO energy is -0.3072 hartree.

Element x y z (Å)
Zr  -0.071  -0.327  0.047
N  0.608  1.865  -0.720
C  -0.579  2.721  -1.042
C  -1.868  1.973  -0.721
N  -1.746  1.183  0.548
C  -3.025  0.445  0.834
C  -3.391  -0.493  -0.289
N  -2.190  -1.308  -0.635
C  -1.468  2.074  1.725
C  -0.639  1.336  2.748
N  0.577  0.843  2.044
H  1.099  1.643  -1.576
H  1.266  2.394  -0.162
H  -0.513  3.656  -0.497
H  -0.588  2.984  -2.096
H  -2.696  2.680  -0.649
H  -2.078  1.281  -1.534
H  -2.880  -0.120  1.753
H  -3.836  1.155  0.994
H  -4.223  -1.118  0.026
H  -3.721  0.049  -1.169
H  -2.216  -2.137  -0.053
H  -2.262  -1.656  -1.585
H  -0.923  2.952  1.388
H  -2.404  2.425  2.156
H  -0.400  1.996  3.577
H  -1.169  0.478  3.152
H  1.237  1.604  1.936
H  1.054  0.171  2.633
N  2.583  -4.366  1.359
C  2.050  -2.949  1.529
C  2.256  -2.549  3.003
P  2.947  -1.784  0.394
O  2.915  -2.631  -0.980
O  4.305  -1.477  0.818
O  1.922  -0.621  0.219
P  0.239  -3.050  1.119
O  0.174  -2.767  -0.482
O  -0.231  -4.393  1.459
O  -0.418  -1.720  1.551
H  3.335  -4.557  2.025
H  2.950  -4.529  0.419
H  1.812  -5.024  1.533
H  3.309  -2.345  3.201
H  1.901  -3.336  3.673
H  1.684  -1.660  3.252
H  3.804  -2.626  -1.378
H  0.258  -3.537  -1.064
N  0.253  -0.499  -2.101
S  -0.205  -0.843  -3.617
C  1.276  -0.803  -4.611
C  1.224  -1.403  -5.864
C  2.344  -1.338  -6.676
C  3.491  -0.684  -6.240
C  3.520  -0.076  -4.992
C  2.403  -0.125  -4.166
C  -0.669  -2.551  -3.677
C  -2.010  -2.814  -3.922
C  -2.447  -4.136  -3.931
C  -1.546  -5.162  -3.694
C  -0.196  -4.882  -3.454
C  0.254  -3.572  -3.450
H  1.152  -0.969  -1.926
H  0.330  -1.909  -6.210
H  2.317  -1.797  -7.656
H  4.363  -0.640  -6.881
H  4.407  0.453  -4.663
H  2.423  0.371  -3.205
H  -2.703  -2.004  -4.136
H  -3.485  -4.360  -4.145
H  -1.885  -6.191  -3.717
H  0.506  -5.695  -3.308
H  1.307  -3.348  -3.309

Formula: CH3NS2
Source: the OMol25 dataset
Level of theory: wB97M-V/def2-TZVPD

The charge is 0. The calculation puts the frontier orbital gap (spin up / spin down) at 7.526 / 7.531 eV. As for the HOMO energy (spin up / spin down): -8.26 / -8.27 eV. For the calculated total energy, the calculation gives -24240.710 eV. Its energy relative to the best compared isomer or geometry (same formula, charge and spin) is 124.7 kcal per mole. The LUMO energy (spin up / spin down) is -0.0271 / -0.0271 hartree.

Element x y z (Å)
C  -0.672  -0.057  0.356
N  0.660  -0.106  0.532
S  1.848  1.036  -0.016
S  1.831  -0.965  -0.423
H  -1.185  -1.001  0.422
H  -1.167  0.828  0.715
H  -1.314  0.264  -1.586

Formula: C5H9NOS
Source: the OMol25 dataset
Level of theory: wB97M-V/def2-TZVPD

The charge is 0. The calculation puts the frontier orbital gap at 9.191 eV. As for the HOMO energy: -8.37 eV. For the calculated total energy, the calculation gives -19703.133 eV. Its energy relative to the best compared isomer or geometry (same formula, charge and spin) is 27.0 kcal per mole. The LUMO energy is 0.0302 hartree.

Element x y z (Å)
C  0.554  -0.549  1.365
C  0.673  -0.624  -0.160
C  1.836  0.200  -0.705
C  -0.610  -0.199  -0.860
C  -2.137  1.155  0.160
H  1.441  -0.863  1.896
H  0.377  0.497  1.632
H  -0.290  -1.187  1.653
H  0.764  -1.666  -0.502
H  1.664  1.227  -0.370
H  2.795  -0.132  -0.321
H  1.803  0.159  -1.816
H  -0.461  -0.236  -1.953
H  -2.483  2.125  0.608
N  -2.861  0.118  0.334
O  -0.963  1.152  -0.487
S  -2.101  -1.177  -0.474

Formula: C4H7N3
Source: the OMol25 dataset
Level of theory: wB97M-V/def2-TZVPD

The charge is 0. The calculation puts the frontier orbital gap (spin up / spin down) at 8.018 / 6.194 eV. As for the HOMO energy (spin up / spin down): -8.36 / -7.17 eV. For the calculated total energy, the calculation gives -8726.825 eV. Its energy relative to the best compared isomer or geometry (same formula, charge and spin) is 111.9 kcal per mole. The LUMO energy (spin up / spin down) is -0.0124 / -0.0358 hartree.

Element x y z (Å)
C  1.495  0.323  0.153
C  -0.460  0.440  1.346
N  -1.078  -0.569  0.740
C  -0.970  -0.562  -0.680
N  -1.780  -1.190  -1.411
C  0.187  0.370  -1.072
N  0.232  1.078  -2.042
H  1.764  1.247  0.678
H  2.220  0.228  -0.656
H  1.667  -0.546  0.804
H  -0.639  1.445  0.981
H  -0.122  0.307  2.369
H  -1.040  -1.485  1.171
H  -1.477  -1.087  -2.381

Formula: C2H15O7Y
Source: the OMol25 dataset
Level of theory: wB97M-V/def2-TZVPD

The charge is 0. The calculation puts the frontier orbital gap at 7.796 eV. As for the HOMO energy: -7.90 eV. For the calculated total energy, the calculation gives -17696.353 eV. The LUMO energy is -0.0036 hartree.

Element x y z (Å)
Y  0.438  0.796  0.743
C  -1.040  -2.176  -1.649
C  -1.957  -1.320  -0.835
O  -1.316  -0.377  -0.074
H  -0.183  -2.492  -1.041
H  -0.673  -1.641  -2.528
H  -1.538  -3.091  -1.996
H  -2.562  -1.993  -0.202
H  -2.652  -0.820  -1.537
O  -0.114  2.204  2.457
H  -0.885  2.234  3.031
O  2.446  1.688  1.163
H  3.254  1.640  0.644
O  0.169  -0.851  2.515
H  0.916  -1.266  2.953
H  -0.632  -1.180  2.929
O  1.871  -0.987  0.138
H  2.750  -1.150  0.493
H  1.503  -1.827  -0.160
O  -0.849  2.583  -0.189
H  -1.660  2.639  -0.698
H  -0.575  3.471  0.067
O  1.048  1.176  -1.722
H  0.356  1.477  -2.317
H  1.884  1.262  -2.185

Formula: C2H4IN
Source: the OMol25 dataset
Level of theory: wB97M-V/def2-TZVPD

The SMILES is [H]/N=C(/C)I. The charge is 0. The calculation puts the frontier orbital gap at 9.138 eV. As for the HOMO energy: -8.92 eV. For the calculated total energy, the calculation gives -11728.431 eV. Its energy relative to the best compared isomer or geometry (same formula, charge and spin) is 13.3 kcal per mole. The LUMO energy is 0.0080 hartree.

Element x y z (Å)
H  0.612  2.406  0.002
N  -0.010  1.642  0.002
C  0.127  0.423  0.069
C  -0.606  -0.808  0.020
I  2.485  -0.160  0.000
H  -0.800  -1.190  -0.955
H  -1.598  -0.578  0.311
H  -0.210  -1.735  0.551